(1)
Entry from the OMol25 dataset: an isolated molecule of C3H3NO3 (wB97M-V/def2-TZVPD).

```
10
C3H3NO3 | the OMol25 dataset | wB97M-V/def2-TZVPD
C -0.4850 -1.0910 -0.0700
C -1.5006 -0.1564 0.0746
C 0.9159 -0.6658 0.0461
N 0.9749 0.6829 0.3129
O 1.8403 -1.4664 0.0238
O -1.3174 1.0745 0.2195
O 1.6048 1.6566 -0.3620
H -0.5567 -2.2083 -0.2260
H -2.6521 -0.4070 0.0634
H 1.1760 2.5810 -0.0823
```

Calculated values
Highest occupied orbital energy (spin up / spin down) ... -0.33703 / -0.32591 hartree
Gap between HOMO and LUMO (spin up / spin down) ... 6.42 / 6.01 eV
Multiplicity ... 1

(2)
Entry from the OMol25 dataset: a cluster of 11 separate species, C26H30Cl40FN2O3P2 in total (wB97M-V/def2-TZVPD).

```
104
C26H30Cl40FN2O3P2 | the OMol25 dataset | wB97M-V/def2-TZVPD
C 5.7529 2.4369 1.5139
C 6.2409 1.3202 0.4491
O 7.3858 0.8457 0.6302
O 5.3613 0.9870 -0.6036
C 5.4936 -0.3957 -1.0150
C 4.8749 -1.4433 0.0423
C 3.3361 -1.8589 -0.3325
C 2.4062 -1.3660 0.8745
P 0.6421 -2.1851 0.8609
F 0.5538 -1.7331 -0.8134
C -1.0732 -3.0165 0.8558
C -2.2304 -2.2359 0.0676
C -3.4682 -1.9015 1.0704
C -4.2706 -0.5653 0.6769
C -4.5027 0.3966 1.9611
N -5.3339 1.5580 1.4845
P -0.1496 -0.2109 1.4621
O -0.3085 0.7169 0.2037
C 0.9354 -2.7747 2.6596
C 0.1539 -2.3436 3.9199
C 0.5679 -2.9622 5.2726
N 1.5857 -3.9249 5.5141
C 2.2756 -4.3441 4.3377
C 2.0688 -3.8449 2.8946
H 6.6032 3.1884 1.6048
H 5.5546 1.9369 2.5217
H 4.7809 2.8768 1.1065
H 6.5905 -0.7079 -1.1812
H 4.9637 -0.5222 -2.0164
H 4.8614 -0.9416 1.0715
H 5.5261 -2.3920 0.1374
H 3.2317 -2.9774 -0.5475
H 3.0739 -1.2256 -1.2503
H 2.1974 -0.2415 0.6843
H 2.9035 -1.4075 1.9051
H 1.2290 -3.4497 0.4130
H -0.9358 -4.0381 0.3297
H -1.4849 -3.2752 1.8954
H -1.9073 -1.3140 -0.5130
H -2.6716 -2.9707 -0.7094
H -3.1044 -1.8794 2.1652
H -4.2064 -2.7750 0.9846
H -5.2984 -0.8487 0.2390
H -3.6914 0.0515 -0.0929
H -3.5118 0.7669 2.3977
H -5.0257 -0.1764 2.8142
H -4.7786 2.4224 1.4659
H -6.1799 1.6662 2.0612
H 0.7577 0.3894 2.4129
H -1.4105 -0.3834 2.1549
H -0.7038 -1.6077 3.8467
H -0.0221 -2.5992 6.1922
H 3.0834 -5.1512 4.4806
H 2.6806 -4.2549 2.0184
C -5.6826 5.5348 0.8670
Cl -6.0751 7.2466 1.1413
Cl -4.3744 5.0393 1.9616
Cl -7.1222 4.5403 1.1753
Cl -5.1510 5.3095 -0.8107
C 0.6630 -1.3639 9.3021
Cl 0.7777 0.2048 10.1298
Cl 0.4415 -2.6531 10.5047
Cl -0.7230 -1.3467 8.1912
Cl 2.1521 -1.6603 8.3836
C -0.3848 5.1196 1.8363
Cl 1.3299 5.1347 2.3053
Cl -0.6265 6.1952 0.4431
Cl -0.8628 3.4668 1.3983
Cl -1.3763 5.6888 3.2006
C -0.6167 -0.7731 -4.3238
Cl -1.8786 -2.0039 -4.1031
Cl -1.1539 0.4222 -5.5243
Cl -0.3078 0.0383 -2.7762
Cl 0.8765 -1.5496 -4.8943
C 0.8055 10.1568 0.0470
Cl -0.3830 9.7216 -1.2001
Cl 2.3132 10.6852 -0.7307
Cl 0.1595 11.4777 1.0449
Cl 1.1303 8.7446 1.0715
C -2.7501 4.3645 -4.4961
Cl -2.7918 4.1854 -6.2646
Cl -4.4014 4.5709 -3.8748
Cl -2.0288 2.9185 -3.7686
Cl -1.7756 5.7884 -4.0687
C 0.4709 3.0251 -8.3722
Cl -1.1492 2.3059 -8.5195
Cl 1.0704 3.4712 -9.9850
Cl 0.3867 4.4767 -7.3500
Cl 1.5747 1.8493 -7.6314
C 4.4361 1.9670 -4.5189
Cl 3.1765 0.7310 -4.3147
Cl 3.9046 3.1719 -5.7118
Cl 4.7243 2.7687 -2.9631
Cl 5.9345 1.1924 -5.0796
C -2.9722 -5.8002 -4.5120
Cl -4.1181 -6.3028 -5.7745
Cl -1.4562 -5.2670 -5.2674
Cl -3.6728 -4.4635 -3.5743
Cl -2.6438 -7.1706 -3.4296
C -2.2503 -10.0943 -0.3481
Cl -1.0466 -11.3459 0.0283
Cl -2.1925 -9.7204 -2.0842
Cl -3.8713 -10.6848 0.0765
Cl -1.8910 -8.6271 0.5844
```

Calculated values
Highest occupied orbital energy ... -0.18162 hartree
Gap between HOMO and LUMO ... 6.34 eV
Total charge ... -1
Multiplicity ... 1

(3)
Entry from the OMol25 dataset: a structure of composition C3H5N5 (wB97M-V/def2-TZVPD).

```
13
C3H5N5 | the OMol25 dataset | wB97M-V/def2-TZVPD
C 0.6247 -0.1435 0.1891
C 0.1527 1.2268 -0.1509
C -0.7631 -0.6448 -0.0276
H 2.0778 -1.5872 -0.4775
H 2.8698 -0.6954 0.8452
H 0.7657 -0.3915 1.3634
H 0.1351 2.0712 0.6259
H 0.4733 1.5115 -1.0332
N 2.0681 -0.5420 -0.5964
N -1.1693 0.5346 -0.1491
N -2.5493 0.7278 -0.2887
N -2.9040 -0.5527 -0.1211
N -1.7812 -1.5148 -0.1792
```

Calculated values
Highest occupied orbital energy ... -0.38868 hartree
Gap between HOMO and LUMO ... 9.60 eV
Multiplicity ... 1

(4)
Entry from the OMol25 dataset: a structure of composition C4H6AlO2 (wB97M-V/def2-TZVPD).

```
13
C4H6AlO2 | the OMol25 dataset | wB97M-V/def2-TZVPD
H 0.4978 -0.5079 -1.3827
O -0.3791 -2.6219 -0.1347
C -0.5634 -1.3490 -0.1485
C 0.6601 -0.5578 -0.2235
C 0.7457 0.8844 0.2952
C -0.2821 1.8404 -0.2380
O -1.5777 1.6167 -0.0006
Al -1.9880 -0.0485 0.4724
H -1.1372 -3.1013 0.2311
H 1.5344 -1.1580 0.0705
H 1.7442 1.2677 0.0429
H 0.7304 0.8482 1.4051
H 0.0149 2.8870 -0.3890
```

Calculated values
Highest occupied orbital energy (spin up / spin down) ... -0.65566 / -0.77449 hartree
Expectation value of S² ... 0.76
Gap between HOMO and LUMO (spin up / spin down) ... 6.73 / 9.78 eV
Total charge ... +2
Multiplicity ... 2

(5)
Entry from the OMol25 dataset: the ion C4H9N2OS with charge +1 (wB97M-V/def2-TZVPD).

```
17
C4H9N2OS | the OMol25 dataset | wB97M-V/def2-TZVPD
C 0.4366 -1.0251 0.9188
C 0.3617 0.8251 -0.5685
C 0.5679 -2.4006 1.2174
C -1.2717 2.4682 -1.2491
N 0.5400 0.0174 1.7908
N 0.6364 -0.5733 -0.3495
O -1.1035 1.0948 -0.8059
S 0.7321 1.5893 1.0816
H 1.0011 1.2882 -1.3865
H 1.5602 -2.6930 1.4593
H 0.2049 -3.0525 0.5204
H -0.0690 -2.7684 2.0338
H -2.3480 2.6739 -1.3452
H -0.6368 2.6715 -2.0741
H -0.9224 3.1629 -0.3778
H 0.3151 -0.1215 2.8422
H 0.5036 -1.2703 -1.0810
```

Calculated values
Highest occupied orbital energy ... -0.49657 hartree
Gap between HOMO and LUMO ... 9.43 eV
Total charge ... +1
SMILES ... CO[C@@H]1[NH+]=C(C)NS1
Multiplicity ... 1

(6)
Entry from the OMol25 dataset: a structure of composition C3Ca4O25PdS4Ti2 (wB97M-V/def2-TZVPD).

```
39
C3Ca4O25PdS4Ti2 | the OMol25 dataset | wB97M-V/def2-TZVPD
Pd 5.5967 -0.3890 -2.3552
Ti -3.2638 1.2918 -2.2019
Ti 3.8093 1.5530 -1.7032
Ca -0.3932 -2.4133 -1.4876
Ca 0.5913 1.3646 2.0658
Ca 0.4410 0.5269 -3.7926
Ca -3.1991 0.1687 1.9758
S -0.6437 0.4324 -0.6849
O 0.1701 -0.5989 -0.0548
O 0.1660 1.3197 -1.6258
O -1.7339 -0.3624 -1.4460
O -1.2019 1.2454 0.4411
S 2.4019 -1.3898 -3.1439
O 2.6067 -1.8468 -1.7787
O 0.9210 -1.7192 -3.4041
O 2.8681 0.0531 -3.2983
O 3.0867 -2.1877 -4.1028
S 3.1724 2.7282 0.9878
O 2.7870 1.2249 0.7144
O 1.9881 3.3213 1.5628
O 4.3126 3.0233 1.7948
O 3.5243 3.1887 -0.4851
S -1.8729 1.8806 4.2073
O -3.2661 1.7925 3.5759
O -1.3894 0.5478 3.2823
O -1.1601 3.0141 3.6897
O -1.7274 1.4506 5.5815
C 5.4781 -3.3527 -2.1532
O -0.5783 -4.3238 -2.2272
O 4.6906 -4.1729 -2.1095
O 6.3634 -2.5984 -1.9960
C -3.2317 -2.7294 1.6675
O -4.1985 -3.5587 1.9327
O -4.3032 0.0578 -2.8847
O -1.3706 1.8060 -3.7439
C -5.5878 -0.3688 4.4242
O -6.0021 -0.8853 5.3962
O -5.3507 0.0806 3.3558
O -4.5011 0.8254 0.0236
```

Calculated values
Highest occupied orbital energy (spin up / spin down) ... -0.01893 / -0.12372 hartree
Expectation value of S² ... 20.05
Gap between HOMO and LUMO (spin up / spin down) ... 3.29 / 5.38 eV
Total charge ... -2
Multiplicity ... 9

Respective F_max values: 4.424; 4.784; 7.316; 4.977; 5.258; 7.465 eV Å⁻¹.
Respective energy values: -10785.7863; -558756.1287; -10634.1537; -14915.6230; -20148.9102; -221112.5887 eV.